Entry 1:
The following is a quantum chemistry calculation of an isolated ion of composition C17H20Cl2NO2 and charge +1, from OMol25.

Positions of all 42 atoms, in Å:
1 Cl 2.212 2.404 0.540
2 C 3.088 0.929 0.811
3 C 4.196 0.956 1.638
4 C 4.911 -0.212 1.841
5 C 4.520 -1.392 1.234
6 C 3.404 -1.408 0.411
7 Cl 2.891 -2.877 -0.333
8 C 2.669 -0.242 0.182
9 O 1.539 -0.250 -0.602
10 C 1.780 -0.210 -2.011
11 C 0.482 -0.623 -2.717
12 O -0.667 -0.038 -2.146
13 C -0.834 1.362 -2.300
14 C -1.496 1.837 -1.003
15 N -0.707 1.282 0.115
16 C -1.448 1.119 1.390
17 C -2.478 0.030 1.242
18 C -2.057 -1.269 0.978
19 C -2.986 -2.280 0.812
20 C -4.340 -2.001 0.911
21 C -4.763 -0.711 1.177
22 C -3.835 0.305 1.337
23 H 4.499 1.876 2.113
24 H 5.780 -0.199 2.480
25 H 5.074 -2.302 1.396
26 H 2.575 -0.903 -2.296
27 H 2.091 0.805 -2.292
28 H 0.321 -1.695 -2.586
29 H 0.563 -0.397 -3.786
30 H 0.126 1.865 -2.446
31 H -1.478 1.579 -3.159
32 H -1.544 2.924 -0.948
33 H -2.502 1.418 -0.943
34 H 0.177 1.812 0.258
35 H -0.414 0.339 -0.231
36 H -0.725 0.854 2.165
37 H -1.916 2.069 1.655
38 H -1.001 -1.496 0.915
39 H -2.654 -3.286 0.610
40 H -5.063 -2.792 0.786
41 H -5.816 -0.492 1.259
42 H -4.168 1.311 1.547

Total charge   +1
E_LUMO   -2.25 eV
HOMO level   -12.3 eV
Electronic energy   -48577.401 eV
SMILES string   Clc1cccc(Cl)c1OCCOCC[NH2+]Cc1ccccc1

***

Entry 2:
The following is a quantum chemistry calculation of a 2-piece molecular cluster, C4H11NS overall, from OMol25.

Positions of all 17 atoms, in Å:
1 C 1.347 0.187 0.321
2 N 1.491 -0.851 -0.755
3 C 0.306 -1.672 -0.642
4 C -1.810 1.515 -1.217
5 S -1.962 1.177 0.592
6 C 0.810 -0.137 1.702
7 H 2.386 0.515 0.481
8 H 0.763 1.024 -0.076
9 H -0.561 -0.986 -0.637
10 H 0.125 -2.215 0.307
11 H 0.155 -2.428 -1.414
12 H -2.467 0.909 -1.854
13 H -0.805 1.147 -1.429
14 H -1.851 2.579 -1.445
15 H 1.345 -1.059 1.993
16 H 0.988 0.653 2.411
17 H -0.260 -0.357 1.661

Total charge   -1
E_LUMO (alpha / beta)   4.12 / 3.60 eV
HOMO level (alpha / beta)   -2.4 / -2.4 eV
Electronic energy   -16650.142 eV
Spin multiplicity   2

***

Entry 3:
The following is a quantum chemistry calculation of a 16-piece molecular cluster, C31H30Cl61N2O2 overall, from OMol25.

Positions of all 126 atoms, in Å:
1 C 5.272 -1.267 0.832
2 C 3.996 -1.478 0.047
3 O 3.477 -2.614 -0.007
4 N 3.369 -0.352 -0.617
5 C 4.327 0.374 -1.458
6 C 2.789 0.535 0.420
7 C 1.808 1.549 -0.167
8 C 0.424 0.894 -0.303
9 C -0.579 1.827 -0.989
10 C -2.022 1.587 -0.570
11 Cl -2.980 2.972 -1.364
12 C -2.256 1.756 0.947
13 C -3.129 0.655 1.565
14 C -4.612 0.817 1.216
15 C -3.008 0.759 3.101
16 N -2.589 -0.667 1.168
17 O -1.466 -0.937 1.730
18 C -2.680 -0.984 -0.286
19 C -3.991 -1.742 -0.644
20 C -1.549 -1.955 -0.647
21 C -2.590 0.286 -1.182
22 H 6.009 -0.668 0.296
23 H 5.058 -0.767 1.776
24 H 5.709 -2.246 1.027
25 H 5.114 0.862 -0.867
26 H 3.822 1.148 -2.034
27 H 4.773 -0.322 -2.172
28 H 3.608 1.055 0.950
29 H 2.286 -0.080 1.171
30 H 1.713 2.369 0.553
31 H 2.144 1.915 -1.135
32 H 0.572 0.019 -0.940
33 H 0.109 0.588 0.693
34 H -0.355 2.842 -0.676
35 H -0.479 1.814 -2.077
36 H -2.799 2.690 1.098
37 H -1.321 1.864 1.498
38 H -4.965 1.749 1.664
39 H -4.816 0.803 0.145
40 H -5.165 0.013 1.711
41 H -1.970 0.956 3.372
42 H -3.335 -0.159 3.587
43 H -3.590 1.623 3.428
44 H -3.778 -2.800 -0.803
45 H -4.391 -1.362 -1.585
46 H -4.756 -1.668 0.130
47 H -1.594 -2.846 -0.021
48 H -0.566 -1.499 -0.600
49 H -1.741 -2.284 -1.673
50 H -3.549 0.522 -1.637
51 H -1.932 0.020 -2.013
52 C -0.274 -1.641 -4.167
53 Cl -0.413 -3.284 -3.524
54 Cl 0.590 -0.621 -3.011
55 Cl 0.604 -1.682 -5.696
56 Cl -1.894 -0.985 -4.437
57 C 4.587 -4.884 -3.005
58 Cl 4.198 -6.466 -2.325
59 Cl 5.932 -4.184 -2.091
60 Cl 5.064 -5.062 -4.698
61 Cl 3.190 -3.828 -2.872
62 C -7.695 3.777 1.836
63 Cl -6.194 3.980 0.933
64 Cl -8.886 4.977 1.325
65 Cl -8.324 2.152 1.538
66 Cl -7.380 3.970 3.565
67 C -6.277 7.992 -0.967
68 Cl -7.895 7.277 -0.978
69 Cl -5.060 6.781 -1.373
70 Cl -6.209 9.301 -2.149
71 Cl -5.953 8.644 0.643
72 C 7.247 -0.160 4.529
73 Cl 8.393 -0.049 3.187
74 Cl 6.058 1.144 4.396
75 Cl 6.438 -1.728 4.472
76 Cl 8.114 0.001 6.058
77 C 1.503 5.624 -2.443
78 Cl 2.696 4.355 -2.755
79 Cl -0.074 4.896 -2.135
80 Cl 2.005 6.565 -1.035
81 Cl 1.412 6.680 -3.856
82 C -3.358 12.377 -2.699
83 Cl -4.743 12.335 -3.818
84 Cl -2.650 13.990 -2.628
85 Cl -3.930 11.933 -1.091
86 Cl -2.151 11.210 -3.233
87 C -2.323 14.323 -7.451
88 Cl -3.326 14.586 -8.881
89 Cl -1.035 13.177 -7.837
90 Cl -1.609 15.859 -6.943
91 Cl -3.312 13.674 -6.139
92 C 6.577 -5.528 2.915
93 Cl 8.037 -4.547 2.740
94 Cl 7.036 -7.161 3.401
95 Cl 5.539 -4.843 4.185
96 Cl 5.693 -5.546 1.390
97 C -3.241 -3.731 3.638
98 Cl -1.648 -3.056 3.962
99 Cl -4.479 -2.760 4.452
100 Cl -3.531 -3.701 1.898
101 Cl -3.331 -5.395 4.229
102 C -11.451 7.656 2.989
103 Cl -11.786 5.998 3.496
104 Cl -10.449 8.453 4.204
105 Cl -10.590 7.642 1.444
106 Cl -12.971 8.535 2.806
107 C 8.069 -7.782 7.661
108 Cl 7.645 -6.413 6.634
109 Cl 8.393 -7.220 9.304
110 Cl 6.727 -8.932 7.686
111 Cl 9.509 -8.576 7.015
112 C 7.264 -9.476 -0.143
113 Cl 6.297 -9.018 -1.548
114 Cl 8.285 -10.854 -0.557
115 Cl 8.284 -8.114 0.339
116 Cl 6.185 -9.929 1.179
117 C 7.945 -15.139 -0.922
118 Cl 9.611 -14.568 -0.757
119 Cl 6.876 -14.083 0.001
120 Cl 7.481 -15.104 -2.626
121 Cl 7.826 -16.791 -0.310
122 C -4.945 -5.047 -3.328
123 Cl -5.125 -6.542 -2.405
124 Cl -5.565 -5.276 -4.964
125 Cl -5.821 -3.743 -2.524
126 Cl -3.238 -4.579 -3.389

Total charge   0
E_LUMO (alpha / beta)   0.02 / 0.02 eV
HOMO level (alpha / beta)   -8.3 / -9.4 eV
Electronic energy   -803570.143 eV
Spin multiplicity   2

***

Entry 4:
The following is a quantum chemistry calculation of a 6-piece molecular cluster, C37H58N5O17 overall, from OMol25.

Positions of all 117 atoms, in Å:
1 C -3.429 1.162 4.629
2 N -3.577 -0.142 3.966
3 C -3.367 -0.290 2.663
4 N -3.031 0.712 1.859
5 C -2.882 0.179 0.638
6 C -2.447 1.078 -0.471
7 C -2.516 0.567 -1.904
8 C -1.761 1.533 -2.795
9 O -1.621 2.696 -2.528
10 O -1.260 0.984 -3.897
11 N -3.125 -1.130 0.683
12 C -3.078 -2.180 -0.350
13 C -4.312 -2.222 -1.240
14 C -4.281 -3.321 -2.306
15 C -3.248 -3.105 -3.417
16 C -1.763 -3.377 -3.073
17 C -1.488 -4.546 -2.136
18 C -0.029 -4.576 -1.570
19 C 0.977 -3.680 -2.287
20 C 2.377 -3.813 -1.613
21 C 2.792 -2.558 -0.847
22 C 4.318 -2.376 -0.812
23 C 4.799 -1.530 0.361
24 N 4.763 -0.093 0.115
25 C 5.288 0.825 0.986
26 C 5.071 2.100 0.506
27 C 4.387 1.955 -0.738
28 C 4.226 0.599 -0.942
29 N -3.443 -1.455 1.971
30 H -2.488 1.582 4.301
31 H -3.308 0.967 5.691
32 H -4.245 1.838 4.421
33 H -3.821 -0.946 4.515
34 H -3.094 1.953 -0.403
35 H -1.452 1.448 -0.226
36 H -3.525 0.563 -2.312
37 H -2.038 -0.396 -2.065
38 H -0.864 1.702 -4.415
39 H -3.044 -3.132 0.179
40 H -2.128 -2.096 -0.865
41 H -5.159 -2.432 -0.581
42 H -4.545 -1.279 -1.731
43 H -5.260 -3.298 -2.789
44 H -4.210 -4.322 -1.882
45 H -3.540 -3.696 -4.285
46 H -3.312 -2.064 -3.750
47 H -1.330 -2.438 -2.727
48 H -1.261 -3.597 -4.015
49 H -2.152 -4.591 -1.275
50 H -1.631 -5.474 -2.695
51 H 0.326 -5.597 -1.449
52 H -0.105 -4.172 -0.552
53 H 1.088 -3.939 -3.339
54 H 0.692 -2.637 -2.168
55 H 2.342 -4.624 -0.889
56 H 3.120 -4.071 -2.367
57 H 2.467 -2.588 0.195
58 H 2.383 -1.641 -1.281
59 H 4.831 -3.333 -0.746
60 H 4.676 -1.913 -1.734
61 H 5.839 -1.778 0.586
62 H 4.239 -1.780 1.266
63 H 5.795 0.566 1.901
64 H 5.349 3.026 0.977
65 H 4.057 2.734 -1.403
66 H 3.767 0.056 -1.749
67 H -3.648 -2.383 2.298
68 C -2.097 5.141 -5.467
69 C -0.673 5.299 -4.986
70 O 0.022 5.664 -6.181
71 C -0.879 6.217 -7.035
72 O -0.599 6.774 -8.042
73 O -2.146 6.044 -6.572
74 H -2.832 5.412 -4.713
75 H -2.312 4.131 -5.825
76 H -0.565 6.102 -4.256
77 H -0.264 4.383 -4.567
78 C 1.674 9.581 -1.807
79 C 1.972 8.716 -3.015
80 O 1.099 7.598 -2.801
81 C 0.083 8.005 -2.014
82 O -0.889 7.345 -1.809
83 O 0.313 9.231 -1.509
84 H 1.761 10.644 -2.011
85 H 2.297 9.331 -0.948
86 H 1.703 9.199 -3.955
87 H 3.007 8.392 -3.066
88 C -2.968 5.147 0.331
89 C -1.539 5.258 0.803
90 O -1.637 4.890 2.186
91 C -2.740 4.131 2.335
92 O -3.012 3.517 3.319
93 O -3.495 4.139 1.210
94 H -3.049 4.835 -0.707
95 H -3.530 6.071 0.470
96 H -0.877 4.552 0.298
97 H -1.135 6.260 0.694
98 C 2.609 -4.456 3.668
99 C 4.038 -4.621 4.137
100 O 4.653 -5.243 2.996
101 C 3.931 -4.943 1.901
102 O 4.275 -5.173 0.786
103 O 2.759 -4.342 2.244
104 H 2.128 -3.572 4.077
105 H 1.992 -5.330 3.887
106 H 4.528 -3.666 4.326
107 H 4.138 -5.243 5.006
108 C 1.286 -5.971 8.722
109 C 0.628 -5.604 7.409
110 O 1.602 -4.738 6.811
111 C 2.812 -5.037 7.353
112 O 3.851 -4.620 6.953
113 O 2.676 -5.873 8.401
114 H 1.038 -6.975 9.057
115 H 1.058 -5.263 9.519
116 H 0.478 -6.468 6.760
117 H -0.319 -5.087 7.538

Total charge   +1
E_LUMO   -2.66 eV
HOMO level   -9.6 eV
Electronic energy   -81562.549 eV

***

Entry 5:
The following is a quantum chemistry calculation of C22H14Co2O6S as an isolated structure, from OMol25.

Positions of all 45 atoms, in Å:
1 C -5.543 0.241 4.682
2 C -4.279 0.324 3.877
3 C -3.629 -0.845 3.455
4 C -2.447 -0.789 2.726
5 C -1.862 0.463 2.375
6 S -0.405 0.552 1.583
7 C -2.551 1.646 2.785
8 C -3.725 1.565 3.520
9 H -5.885 1.238 4.972
10 H -6.364 -0.240 4.136
11 H -5.381 -0.333 5.601
12 H -4.063 -1.817 3.709
13 H -1.923 -1.690 2.434
14 H -2.104 2.603 2.523
15 H -4.240 2.483 3.833
16 O 7.378 -0.919 -0.436
17 C 6.365 -0.693 -0.944
18 Co 4.793 -0.415 -1.739
19 C 5.299 -1.314 -3.164
20 O 5.666 -1.957 -4.050
21 C 3.712 -1.502 -0.855
22 O 2.953 -2.226 -0.369
23 C 3.434 0.700 -2.631
24 C 2.091 0.695 -2.203
25 C 0.930 0.469 -2.880
26 C -0.255 -0.307 -2.562
27 C -0.897 -1.066 -3.576
28 C -1.964 -1.903 -3.271
29 C -2.461 -1.971 -1.951
30 C -1.899 -1.130 -0.974
31 C -0.820 -0.311 -1.279
32 Co 3.245 1.511 -1.048
33 C 4.963 1.601 -0.348
34 O 5.864 2.028 0.253
35 C 2.801 0.764 0.471
36 O 2.587 0.307 1.512
37 C 2.578 3.147 -0.876
38 O 2.176 4.229 -0.851
39 H 3.744 1.006 -3.646
40 H 0.962 0.793 -3.938
41 H -0.512 -0.997 -4.595
42 H -2.405 -2.532 -4.048
43 H -3.267 -2.668 -1.705
44 H -2.291 -1.120 0.047
45 H -0.371 0.382 -0.554

Total charge   0
E_LUMO   -3.61 eV
HOMO level   -6.4 eV
Electronic energy   -121407.675 eV